No. 1
{
  "formula": "C3H7IO2S",
  "method": "ωB97M-V/def2-TZVPD",
  "species": ["C", "C", "C", "O", "O", "S", "I", "H", "H", "H", "H", "H", "H", "H"],
  "positions_angstrom": [[-1.75927, -0.93198, 0.18248], [-0.59064, 0.01331, 0.44600], [0.04978, 0.31201, -0.75710], [1.64355, 1.38487, 1.29766], [2.65943, 2.04916, -0.85383], [1.94390, 1.11836, -0.05714], [3.12796, -1.07673, -0.06984], [-2.24192, -1.28611, 1.04702], [-2.58734, -0.76614, -0.54011], [-1.41420, -1.77001, -0.32818], [0.08303, -0.57161, 1.13213], [-0.83545, 0.90176, 1.03742], [0.24887, -0.57342, -1.25659], [-0.32769, 1.19654, -1.27991]],
  "forces_ev_per_a": [[-1.27, 0.52, -0.94], [-1.72, -1.02, 3.90], [1.91, 3.47, -1.27], [-0.38, 1.22, 2.33], [0.42, 1.77, -1.19], [-2.39, -0.05, -1.28], [2.04, -3.62, 0.05], [-0.44, -0.31, 1.39], [0.41, 1.46, 0.45], [1.33, -1.94, -0.48], [-0.47, 0.40, -0.55], [-0.27, -0.16, -0.19], [0.72, -1.17, -1.80], [0.09, -0.57, -0.42]],
  "lowdin_spin": [0.02, 0.04, 0.26, 0.08, 0.12, 0.29, 1.15, 0.00, 0.00, 0.00, 0.01, 0.00, 0.01, 0.01],
  "orbital_gap_ev": [7.21, 5.53],
  "e_homo_ha": [-0.247, -0.354],
  "lumo_ev": [0.5, -4.1],
  "multiplicity": 3,
  "total_charge": 0
}

***

No. 2
{
  "formula": "C30H15Cl2F21N2O3Zr",
  "method": "ωB97M-V/def2-TZVPD",
  "species": ["Zr", "C", "C", "C", "C", "C", "N", "C", "C", "C", "C", "C", "C", "C", "C", "O", "C", "F", "F", "F", "C", "F", "F", "F", "C", "C", "C", "O", "C", "F", "F", "F", "C", "F", "F", "F", "H", "H", "H", "H", "H", "H", "H", "H", "H", "H", "H", "H", "F", "C", "F", "F", "C", "O", "C", "F", "F", "F", "C", "F", "F", "F", "Cl", "C", "C", "C", "C", "C", "Cl", "C", "N", "H", "H", "H"],
  "positions_angstrom": [[0.27750, -0.13004, -0.40320], [-3.22839, -5.82642, 0.27591], [-2.85743, -4.37093, 0.41642], [-3.53148, -3.37873, -0.28410], [-3.15162, -2.05555, -0.17480], [-2.09018, -1.66753, 0.64916], [-1.66533, -0.33737, 0.72538], [-2.57385, 0.63591, 1.02840], [-3.85177, 0.29300, 1.54703], [-4.83263, 1.21521, 1.82206], [-4.61602, 2.57453, 1.62658], [-5.67493, 3.60539, 1.92578], [-3.34866, 2.94291, 1.20829], [-2.32423, 2.03719, 0.92984], [-0.91879, 2.61712, 0.66023], [0.06766, 1.70777, 0.41962], [-0.45020, 3.38832, 1.93393], [-0.60136, 2.63081, 3.02528], [0.84753, 3.72518, 1.86775], [-1.12144, 4.54304, 2.16125], [-0.91874, 3.59001, -0.56597], [-1.29041, 2.93738, -1.65795], [0.30888, 4.09665, -0.78209], [-1.74034, 4.66487, -0.44946], [-1.37101, -2.67583, 1.31785], [-1.77566, -3.99959, 1.20531], [-0.07689, -2.21258, 2.00820], [0.72609, -1.53975, 1.13948], [-0.42342, -1.31333, 3.27969], [0.04124, -0.07802, 3.15398], [0.11562, -1.80150, 4.43139], [-1.74570, -1.23891, 3.52310], [0.77727, -3.41507, 2.49282], [1.93751, -3.01745, 3.03309], [0.16184, -4.19629, 3.41787], [1.09231, -4.22070, 1.46640], [-4.22192, -5.94024, -0.16025], [-3.22143, -6.32934, 1.24544], [-2.51718, -6.34627, -0.37190], [-4.35067, -3.64703, -0.94419], [-3.65906, -1.28213, -0.73809], [-4.05796, -0.75128, 1.73413], [-5.78900, 0.86790, 2.20477], [-6.67500, 3.19445, 1.77176], [-5.56306, 4.47960, 1.28176], [-5.61750, 3.95375, 2.96240], [-3.14687, 3.99878, 1.10774], [-1.23737, -4.78418, 1.71825], [4.08283, 1.85953, -2.87688], [3.00651, 1.14483, -2.48638], [2.16824, 1.98184, -1.85282], [2.39506, 0.72005, -3.58662], [3.33363, -0.04059, -1.52539], [2.21017, -0.71388, -1.26970], [3.93364, 0.52433, -0.18644], [4.79413, 1.54719, -0.34207], [2.93897, 0.96138, 0.59394], [4.57985, -0.43308, 0.49432], [4.40666, -0.96323, -2.18274], [4.49465, -2.13065, -1.54920], [4.12523, -1.22762, -3.46527], [5.63722, -0.39659, -2.16312], [-0.05990, -3.02372, -1.87581], [-0.51044, -2.22120, -3.35900], [-0.62895, -2.95084, -4.51855], [-0.96593, -2.32063, -5.71127], [-1.17195, -0.94491, -5.70158], [-1.05480, -0.22471, -4.53103], [-1.31488, 1.49487, -4.57559], [-0.72220, -0.80390, -3.26243], [-0.60697, -0.12984, -2.13631], [-0.44794, -4.01879, -4.48958], [-1.05646, -2.88812, -6.62862], [-1.42525, -0.41905, -6.61423]],
  "forces_ev_per_a": [[-0.25, -0.22, 0.12], [0.05, 0.08, 0.01], [-0.03, -0.05, -0.01], [-0.02, -0.01, -0.02], [0.04, 0.06, 0.06], [-0.13, -0.20, -0.11], [0.16, 0.08, -0.06], [-0.18, 0.10, 0.07], [0.05, -0.07, -0.05], [-0.02, 0.05, 0.01], [-0.02, 0.02, 0.00], [0.09, -0.05, 0.02], [-0.01, -0.05, 0.01], [0.22, -0.03, 0.00], [0.01, 0.11, -0.08], [0.00, -0.13, -0.21], [0.12, 0.03, 0.01], [-0.01, 0.01, 0.00], [-0.03, 0.01, -0.01], [-0.03, 0.01, 0.02], [-0.02, -0.03, 0.11], [-0.01, -0.01, -0.06], [-0.01, -0.03, 0.00], [0.02, 0.00, 0.01], [0.10, 0.20, -0.01], [-0.04, 0.00, -0.04], [0.03, 0.04, -0.03], [-0.03, 0.06, -0.25], [0.02, -0.07, -0.02], [-0.01, -0.01, -0.02], [-0.01, 0.02, -0.01], [0.03, 0.00, 0.00], [0.03, 0.02, -0.03], [-0.02, -0.02, 0.00], [0.01, -0.01, 0.01], [0.00, 0.00, 0.00], [-0.01, 0.00, 0.00], [0.00, -0.02, -0.01], [-0.02, -0.03, 0.00], [0.00, -0.01, 0.00], [-0.02, -0.03, -0.02], [0.00, 0.02, 0.00], [0.00, 0.00, 0.00], [-0.01, 0.03, -0.01], [-0.03, 0.00, 0.00], [-0.03, 0.01, 0.00], [0.01, 0.01, 0.01], [0.01, 0.02, 0.01], [0.01, 0.00, -0.02], [-0.07, 0.01, 0.02], [0.11, 0.06, -0.04], [-0.01, 0.01, 0.01], [0.00, 0.02, 0.03], [-0.08, 0.26, 0.27], [-0.11, -0.03, 0.01], [0.02, 0.00, -0.01], [0.03, 0.05, 0.01], [0.01, 0.02, 0.00], [-0.07, 0.01, 0.01], [0.01, -0.02, 0.00], [0.00, 0.00, 0.02], [0.00, -0.03, -0.01], [-0.01, -0.10, -0.08], [-0.03, 0.21, 0.09], [0.02, -0.10, 0.03], [-0.02, 0.02, -0.07], [0.00, 0.00, 0.02], [0.04, -0.20, 0.16], [-0.03, 0.12, -0.04], [-0.08, -0.05, -0.19], [0.26, -0.18, 0.32], [0.00, 0.01, 0.01], [0.00, 0.01, 0.00], [0.00, 0.01, 0.01]],
  "mulliken_charge": [0.78, -1.60, 0.80, -1.24, 0.22, -0.20, 1.17, 0.43, -0.31, -1.27, 0.31, -1.64, -0.73, -0.84, 1.25, -0.55, 0.60, -0.26, -0.26, -0.28, 0.54, -0.21, -0.27, -0.30, -1.08, -0.55, 2.37, -1.09, 0.43, -0.22, -0.37, -0.28, 0.09, -0.29, -0.29, -0.19, 0.41, 0.36, 0.26, 0.24, 0.56, 0.39, 0.32, 0.38, 0.38, 0.27, 0.41, 0.45, -0.30, 0.51, -0.16, -0.25, 0.78, -0.51, 0.66, -0.30, -0.11, -0.30, 0.38, -0.23, -0.24, -0.29, -0.12, 1.08, -0.77, -0.33, -0.57, 0.41, -0.26, -0.91, -0.35, 0.38, 0.33, 0.37],
  "orbital_gap_ev": 6.14,
  "relative_energy_kcal_mol": 0.0,
  "e_homo_ha": -0.059,
  "lumo_ev": 4.5,
  "total_charge": -2
}

***

No. 3
{
  "formula": "C3H2O2Sc",
  "method": "ωB97M-V/def2-TZVPD",
  "species": ["O", "C", "C", "O", "C", "Sc", "H", "H"],
  "positions_angstrom": [[0.88818, -0.35033, -1.41849], [0.19016, -0.00692, -0.37497], [1.30830, 1.46303, -1.71430], [-0.59507, -0.64254, 0.29075], [1.22179, 1.04326, -0.39526], [-2.22576, -0.63906, 1.50208], [0.59856, 2.21903, -2.06641], [2.29826, 1.47831, -2.18295]],
  "forces_ev_per_a": [[0.00, -0.16, -1.70], [3.52, 3.13, -1.20], [1.30, 1.20, -0.41], [-4.06, -0.99, 3.16], [-1.70, -1.65, 2.11], [1.55, -0.49, -0.97], [-0.61, -0.61, -0.72], [-0.01, -0.42, -0.26]],
  "mulliken_charge": [-0.13, 0.78, 0.12, -0.53, -0.02, 2.15, 0.31, 0.32],
  "orbital_gap_ev": [4.25, 4.14],
  "relative_energy_kcal_mol": 51.1,
  "e_homo_ha": [-0.829, -0.830],
  "lumo_ev": [-18.3, -18.4],
  "total_charge": 3
}

***

No. 4
{
  "formula": "C23H48N3O6S2",
  "method": "ωB97M-V/def2-TZVPD",
  "species": ["C", "C", "C", "C", "S", "O", "O", "N", "S", "C", "O", "O", "H", "H", "H", "H", "H", "H", "H", "H", "H", "H", "H", "H", "C", "C", "C", "C", "C", "C", "N", "O", "C", "C", "C", "H", "H", "H", "H", "H", "H", "H", "H", "H", "H", "H", "H", "H", "H", "H", "H", "H", "H", "C", "C", "C", "C", "C", "C", "N", "O", "C", "C", "C", "H", "H", "H", "H", "H", "H", "H", "H", "H", "H", "H", "H", "H", "H", "H", "H", "H", "H"],
  "positions_angstrom": [[6.91654, 0.36998, 1.53266], [6.57885, 1.59119, 0.62412], [5.43840, 1.36424, -0.41257], [5.26724, -0.09311, -0.93233], [3.58214, -0.67406, -0.49504], [3.59110, -2.16092, -0.51649], [2.69977, -0.07710, -1.55487], [3.18633, -0.09195, 1.02776], [1.53395, -0.02961, 1.24602], [0.84451, 1.64301, 0.91505], [1.28711, -0.27232, 2.69949], [0.73714, -1.02707, 0.47825], [7.00720, 0.66854, 2.59118], [6.17327, -0.43566, 1.50694], [7.92688, 0.01856, 1.25713], [6.22953, 2.39434, 1.29947], [7.48549, 2.00686, 0.15441], [5.66896, 1.99420, -1.29137], [4.49867, 1.77135, -0.01502], [6.05494, -0.79806, -0.64619], [5.25718, -0.05925, -2.03105], [-0.10897, 1.56105, 0.37716], [1.53857, 2.24702, 0.31345], [0.65248, 2.12060, 1.88315], [0.16644, -7.24798, -2.10233], [-0.32792, -7.19894, -0.63092], [-1.76234, -6.64921, -0.55999], [-1.85076, -5.14279, -0.77139], [-0.92106, -4.41831, 0.19595], [0.52514, -4.91690, 0.10776], [0.62068, -6.40844, 0.19363], [0.45062, -6.75997, 1.44238], [1.14517, -4.40408, -1.20755], [1.35447, -4.22935, 1.19530], [-0.38574, -8.67297, -0.19620], [0.51393, -8.24638, -2.37605], [-0.62089, -6.97218, -2.80685], [1.02146, -6.60450, -2.29092], [-2.19393, -6.88346, 0.41958], [-2.39034, -7.16090, -1.29551], [-1.60963, -4.88945, -1.80827], [-2.88002, -4.81118, -0.60639], [-0.95007, -3.34453, -0.00151], [-1.29825, -4.55139, 1.21582], [2.13729, -4.83138, -1.36565], [1.26496, -3.32045, -1.17230], [0.53140, -4.61166, -2.08658], [0.95057, -4.38784, 2.19645], [1.36908, -3.15065, 1.03760], [2.38894, -4.57770, 1.18602], [0.61192, -9.11600, -0.17665], [-0.99353, -9.24153, -0.90306], [-0.83748, -8.80092, 0.78774], [-3.28650, 4.97090, 2.19491], [-2.63441, 5.87315, 1.11129], [-3.54817, 7.06262, 0.77319], [-4.74809, 6.68813, -0.08723], [-4.28484, 5.95780, -1.34249], [-3.41090, 4.73761, -1.02549], [-2.30051, 5.06050, -0.08702], [-1.38110, 5.69822, -0.76277], [-4.30798, 3.62408, -0.44617], [-2.87666, 4.14655, -2.33763], [-1.38009, 6.44344, 1.79325], [-2.62337, 4.82655, 3.04850], [-4.21788, 5.39664, 2.57394], [-3.49845, 3.96297, 1.84841], [-2.97050, 7.82547, 0.23971], [-3.89209, 7.53682, 1.69572], [-5.45186, 6.07608, 0.48487], [-5.29083, 7.59368, -0.37103], [-5.15509, 5.64616, -1.92606], [-3.72886, 6.65876, -1.97400], [-3.70917, 2.78115, -0.09652], [-4.98469, 3.24338, -1.21267], [-4.94355, 3.96148, 0.37200], [-2.32364, 4.87733, -2.92768], [-3.70341, 3.80146, -2.96008], [-2.22297, 3.29364, -2.14757], [-0.66199, 5.65323, 2.01814], [-1.65919, 6.92286, 2.73295], [-0.88067, 7.19852, 1.18604]],
  "forces_ev_per_a": [[0.71, 0.53, 0.07], [-0.72, 0.12, 0.85], [0.90, 0.31, -0.52], [-0.50, 1.00, 0.35], [-2.61, -1.47, -1.20], [0.61, 2.16, 0.17], [1.73, -0.42, 1.67], [-0.97, -0.08, -1.75], [-1.13, -3.07, 2.15], [0.35, 0.10, -0.26], [0.92, 1.38, -1.91], [1.36, 1.96, 0.06], [-0.14, 0.02, -0.40], [0.25, 0.22, -0.15], [-0.55, -0.38, 0.06], [0.13, -0.20, -0.35], [-0.26, -0.43, 0.02], [-0.12, -0.19, 0.32], [0.22, -0.50, -0.06], [-0.42, 0.14, 0.33], [-0.38, -0.29, 0.37], [0.38, -0.34, 0.11], [-0.15, -0.33, 0.20], [0.28, -0.26, -0.19], [0.27, 0.17, -0.27], [-0.03, -1.05, -1.76], [-0.18, 0.43, 0.24], [0.00, -0.03, 0.03], [-0.41, -0.30, 0.01], [1.07, 1.69, -1.01], [-2.03, 0.04, 2.21], [0.79, -0.23, -0.34], [-0.18, -0.03, -0.39], [0.00, -0.36, 0.61], [0.12, 0.11, 0.64], [-0.17, -0.07, 0.12], [0.01, 0.04, 0.02], [-0.12, 0.10, 0.10], [0.19, -0.02, 0.06], [0.19, -0.15, -0.03], [0.05, 0.00, 0.02], [0.01, -0.02, -0.04], [0.29, -0.02, 0.05], [0.11, -0.11, 0.02], [-0.01, 0.01, 0.04], [0.02, -0.05, 0.23], [0.03, -0.09, 0.03], [-0.02, -0.20, -0.07], [-0.08, -0.14, -0.25], [-0.03, -0.05, -0.06], [0.01, 0.06, 0.02], [0.03, 0.18, -0.15], [0.12, 0.11, 0.02], [-0.20, -0.35, 0.02], [-0.36, -0.25, 2.12], [-0.17, 0.11, -0.49], [0.02, 0.02, 0.02], [0.08, 0.42, 0.20], [-1.37, -1.65, -0.45], [0.52, 2.50, -1.51], [0.26, -0.75, 0.29], [-0.18, 0.00, 0.31], [0.55, 0.31, -0.04], [0.38, 0.04, -0.59], [0.05, 0.18, -0.04], [0.00, -0.01, -0.04], [-0.03, 0.10, -0.10], [0.12, -0.14, -0.03], [0.15, -0.15, 0.10], [0.04, -0.04, -0.02], [-0.01, -0.02, 0.03], [0.11, -0.20, -0.01], [0.13, -0.07, 0.06], [0.02, 0.05, 0.01], [0.11, 0.11, -0.11], [0.08, -0.01, 0.03], [0.08, -0.01, 0.17], [-0.12, 0.02, 0.20], [0.01, 0.05, 0.03], [-0.03, -0.01, -0.05], [-0.21, -0.13, -0.02], [-0.01, -0.13, -0.09]],
  "lowdin_spin": [0.00, 0.00, 0.00, 0.00, 0.00, 0.00, 0.00, 0.00, 0.00, 0.00, 0.00, 0.00, 0.00, 0.00, 0.00, 0.00, 0.00, 0.00, 0.00, 0.00, 0.00, 0.00, 0.00, 0.00, 0.00, 0.03, 0.01, 0.00, 0.01, 0.03, 0.35, 0.56, 0.00, 0.00, 0.00, 0.00, 0.00, 0.00, 0.00, 0.00, 0.00, 0.00, 0.00, 0.00, 0.00, 0.00, 0.00, 0.00, 0.00, 0.00, 0.00, 0.00, 0.00, 0.00, 0.03, 0.01, 0.00, 0.01, 0.03, 0.34, 0.56, 0.00, 0.00, 0.00, 0.00, 0.00, 0.00, 0.00, 0.00, 0.00, 0.00, 0.00, 0.00, 0.00, 0.00, 0.00, 0.00, 0.00, 0.00, 0.00, 0.00, 0.00],
  "orbital_gap_ev": [7.88, 7.43],
  "e_homo_ha": [-0.210, -0.210],
  "lumo_ev": [2.2, 1.7],
  "multiplicity": 3,
  "total_charge": -1
}

***

No. 5
{
  "formula": "C4H5NO3",
  "method": "ωB97M-V/def2-TZVPD",
  "species": ["C", "C", "C", "O", "C", "N", "O", "O", "H", "H", "H", "H", "H"],
  "positions_angstrom": [[0.86208, 2.39639, 1.51527], [0.62647, 1.50267, 0.80142], [0.38236, 0.39565, -0.08254], [-1.16263, 0.05160, -0.13750], [-1.51704, -0.94358, -1.02125], [1.09148, -0.85777, 0.37743], [2.02960, -1.18939, -0.27999], [0.75360, -1.34902, 1.41934], [1.09145, 3.08649, 2.25741], [0.74810, 0.49025, -1.08589], [-1.16973, -0.76605, -2.01518], [-2.53772, -0.91881, -1.08538], [-1.19802, -1.89844, -0.66313]],
  "forces_ev_per_a": [[0.50, 1.49, 1.54], [-0.84, -2.54, -2.09], [-4.02, -1.53, -0.63], [3.81, 2.62, 1.51], [1.91, -0.33, -0.23], [-0.16, 0.76, 1.49], [1.05, -0.56, -1.24], [-0.56, -0.37, 0.36], [0.19, 0.90, 0.58], [-0.01, 0.47, -0.54], [0.63, 0.07, -0.90], [-2.74, -0.05, 0.07], [0.25, -0.94, 0.07]],
  "mulliken_charge": [0.43, -1.17, 0.22, -0.37, -0.76, 0.90, -0.57, -0.50, 0.50, 0.39, 0.32, 0.32, 0.30],
  "orbital_gap_ev": 10.76,
  "relative_energy_kcal_mol": 154.8,
  "smiles": "C#C[C@H](OC)[N+](=O)[O-]",
  "e_homo_ha": -0.399,
  "lumo_ev": -0.1,
  "total_charge": 0
}